1.
{"formula": "C24H60F8Li4N4O28S8", "method": "ωB97M-V/def2-TZVPD", "symbols": ["H", "O", "C", "H", "C", "Li", "S", "O", "H", "H", "C", "C", "H", "S", "H", "O", "C", "F", "Li", "H", "H", "O", "C", "S", "C", "O", "H", "O", "F", "H", "C", "H", "C", "C", "C", "O", "O", "H", "O", "H", "C", "S", "H", "H", "O", "Li", "H", "C", "C", "H", "H", "H", "H", "H", "C", "C", "H", "H", "H", "H", "H", "H", "H", "H", "H", "C", "H", "O", "C", "O", "O", "H", "H", "S", "H", "H", "H", "H", "S", "F", "H", "O", "H", "S", "F", "H", "H", "O", "C", "O", "F", "N", "H", "C", "H", "N", "H", "H", "O", "H", "F", "H", "H", "F", "O", "N", "O", "N", "O", "C", "O", "H", "H", "C", "C", "H", "O", "H", "C", "H", "S", "H", "Li", "O", "H", "O", "O", "O", "O", "H", "H", "H", "F", "O", "H", "H"], "positions_angstrom": [[19.2493, -15.0847, 5.0969], [14.9711, -11.0817, 7.2695], [17.2879, -6.8078, 4.5891], [20.4751, -6.3884, -0.2527], [19.2352, -7.1634, 5.8371], [22.5053, -9.9656, 1.1763], [19.3307, -11.1079, -1.8036], [18.0486, -7.7850, 5.3974], [13.3682, -12.7958, 3.4372], [14.4637, -12.4168, -0.0158], [22.1436, -13.4915, 7.0243], [14.8174, -13.0671, -0.8158], [23.8015, -15.9144, 6.6779], [20.9841, -9.5186, -1.8919], [14.6467, -9.2593, 0.7534], [16.3466, -8.3064, 0.0735], [13.1227, -14.3682, -3.2325], [15.7309, -9.6760, 5.4244], [18.5529, -10.0029, 5.1785], [11.2125, -14.5605, -5.0100], [16.5227, -16.7527, -1.3373], [24.7220, -13.7944, 1.6827], [16.0629, -6.9744, 0.2772], [16.0605, -10.1944, 6.9295], [19.9605, -19.6357, -2.1887], [11.7624, -14.0706, -2.9952], [17.5347, -14.5052, -0.0466], [18.4327, -6.7642, -0.1980], [16.6218, -9.8527, 2.6228], [19.4694, -5.1364, 0.6432], [18.5718, -14.6323, 5.8210], [17.2791, -5.1756, 0.5306], [16.6330, -14.7130, 4.3353], [15.1822, -9.1633, -0.1911], [18.0332, -18.2392, -1.9156], [17.3000, -13.0431, 7.9118], [19.6090, -11.8709, -2.9492], [24.8386, -16.0142, 9.2709], [22.2924, -13.5685, 1.7253], [26.5827, -15.4447, 9.2148], [20.0356, -8.0292, 6.8115], [17.8786, -10.6546, 1.9047], [26.0229, -16.7400, 8.2258], [25.2685, -15.7829, 5.7764], [17.0311, -11.6488, 1.2599], [17.2641, -11.8819, 4.7054], [19.5692, -8.2260, 7.7768], [18.3686, -15.1866, 0.1222], [15.6296, -13.9108, 3.4530], [22.0784, -14.5195, 7.3808], [17.1236, -15.3313, 3.5836], [21.5487, -13.4174, 6.1140], [13.6901, -13.5020, -3.5728], [14.9785, -12.4716, -1.7145], [21.4305, -9.9899, 6.5545], [24.6416, -15.2462, 6.4885], [25.1627, -13.3544, 5.7130], [16.1231, -15.3477, 5.0601], [17.9941, -6.0650, 4.2182], [16.5385, -6.3191, 5.2118], [19.7881, -20.2836, -1.3293], [15.7577, -13.5510, -0.5515], [19.9319, -6.5927, 1.3385], [14.4484, -8.7887, -0.9048], [21.0420, -19.6453, -2.3244], [17.6080, -16.8436, -1.3837], [14.7181, -14.5064, 3.4032], [21.5464, -9.7127, -0.5846], [24.2365, -13.8963, 5.9043], [18.5528, -9.5787, 1.1566], [17.5115, -13.8962, 5.1065], [19.8313, -6.7869, 5.0058], [16.7410, -7.2141, 3.7382], [23.5772, -12.9380, 1.6975], [14.8659, -15.1589, -2.4025], [19.4886, -20.0377, -3.0853], [14.3713, -11.7560, 2.4151], [20.9866, -7.5071, 6.9167], [17.6792, -11.6224, 7.8472], [20.4215, -12.3101, 4.0364], [19.1756, -14.0307, 6.5005], [20.2570, -9.2690, 6.0440], [13.8476, -11.2083, 4.0684], [23.7740, -12.2484, -0.5127], [20.9922, -7.9150, -2.0591], [22.3204, -9.4431, 6.2426], [11.2369, -12.8844, -4.6329], [19.6905, -11.6176, -0.5018], [14.1592, -12.0458, 3.4442], [15.2819, -12.7365, 4.0840], [17.6941, -11.2099, -1.7001], [23.7402, -11.5498, 1.0818], [21.4506, -9.9844, 7.6443], [25.7113, -15.7890, 8.6579], [17.4873, -6.4922, 1.6724], [18.5355, -11.1904, 3.4424], [17.6994, -18.3939, -2.9416], [13.4669, -15.9279, -1.7784], [13.7959, -14.0559, -0.9567], [21.6169, -13.0191, 7.8535], [23.5199, -12.3097, 3.1780], [18.6679, -14.9472, 1.1426], [15.7851, -6.5488, -0.6871], [19.2878, -11.7882, 7.4632], [19.5285, -13.1347, 2.1316], [19.2420, -9.5891, -2.0163], [24.9510, -13.0617, -0.8130], [17.3294, -10.8417, 6.3336], [16.2259, -8.9401, 7.6707], [13.8515, -14.9487, -2.0634], [23.5310, -13.0656, 6.8361], [15.2730, -6.7452, 0.9924], [15.4981, -10.1828, -0.4123], [19.6113, -6.1846, 0.3800], [17.3737, -6.2583, 0.6139], [23.6533, -13.9104, 4.9835], [19.4241, -18.3441, -1.9768], [18.2284, -15.4517, 6.4524], [10.9611, -13.8542, -4.2187], [15.9408, -13.8006, 2.4142], [19.7262, -11.7843, 2.6787], [17.7711, -15.9927, -2.0451], [17.9362, -8.2584, -1.2094], [18.0594, -16.5703, -0.0316], [21.5003, -11.0546, 6.3317], [20.8305, -10.9547, 2.2029], [21.7206, -9.9133, -3.0722], [25.3977, -14.8199, 7.6041], [17.7045, -10.9098, 9.0969], [13.0901, -15.1297, -4.0117], [19.1604, -14.8921, -0.5667], [9.8927, -13.8639, -4.0031], [24.0798, -10.9102, -1.2734], [22.4781, -12.5792, -1.0945], [18.9939, -6.2979, 6.4542], [17.4571, -18.9525, -1.3262]], "atomic_forces_ev_per_a": [[-0.014, 0.173, -0.285], [1.529, 0.692, 0.024], [0.358, -0.408, 0.738], [-0.344, 0.421, -0.387], [-0.155, 0.342, 1.740], [-1.053, -0.946, 0.015], [-5.875, -6.115, 3.342], [-0.594, 0.546, -1.413], [-0.383, 0.122, -0.143], [0.269, -0.045, 0.014], [0.921, -0.590, 0.092], [-0.266, -0.696, -0.132], [-0.213, 0.096, 0.613], [1.570, 3.827, -2.023], [-0.055, 0.099, 0.195], [-0.844, -1.848, -0.938], [-0.641, -0.436, -1.051], [-0.950, 0.322, 0.264], [1.231, 1.058, -0.623], [-0.060, -0.482, 0.185], [-0.542, -0.829, -0.025], [0.027, 0.409, 0.005], [0.475, 1.570, -1.587], [-5.324, 5.649, -1.566], [-0.743, 0.115, 0.041], [-1.525, 0.195, -0.621], [-0.474, -0.195, -0.287], [0.185, 1.467, 1.450], [0.168, 0.835, 0.654], [-0.055, 0.272, -0.784], [-0.149, -0.289, -0.906], [-0.042, 0.063, -0.277], [-0.275, 0.091, -0.320], [0.158, 0.108, 1.426], [-0.462, 1.212, -0.198], [-0.089, 3.389, -0.518], [0.800, -0.470, -1.288], [-0.005, 0.348, 0.243], [0.531, 0.071, -1.461], [-0.400, 0.407, 0.115], [0.062, -1.050, -2.710], [1.606, -1.759, -1.324], [0.016, -0.185, -0.291], [0.210, -0.016, -0.226], [-0.109, 0.475, 0.034], [-0.804, -1.659, -0.631], [-0.163, -0.050, -0.117], [0.287, 0.323, 0.223], [-0.067, -1.301, 0.547], [0.368, -0.503, -0.360], [0.651, -0.251, 0.323], [0.117, 0.196, -0.204], [-0.121, 0.321, -0.257], [-0.086, 0.043, -0.221], [-0.106, 0.602, 0.527], [0.141, 0.768, -0.190], [-0.044, 0.007, -0.090], [-0.332, -0.127, -0.141], [-0.060, 0.078, -0.076], [0.165, 0.028, 0.286], [-0.351, -0.181, 0.082], [0.106, 0.235, 0.146], [-0.715, -0.828, 0.203], [0.487, 0.383, -0.434], [-0.080, 0.708, -0.113], [-0.336, 0.285, 0.813], [-0.146, -0.576, -0.082], [-0.280, 0.436, -0.495], [-0.526, 0.534, -0.025], [-1.391, 0.258, 1.129], [1.112, 0.047, 0.425], [0.254, -0.405, -0.168], [0.380, -0.786, 0.197], [-1.716, -3.582, 7.362], [0.395, 0.235, 0.039], [0.033, -0.487, -0.133], [0.342, 0.124, 0.085], [0.171, -0.112, 0.345], [4.539, -5.831, 0.671], [0.557, 0.310, 1.604], [-0.505, 0.658, -0.489], [0.665, -0.315, 1.414], [0.357, -0.055, -0.069], [0.224, 0.548, -4.191], [-0.058, 0.000, 0.376], [0.059, -0.197, -0.306], [-0.133, 0.286, 0.032], [0.383, 0.912, -1.850], [0.545, -1.289, 0.660], [-0.234, 2.710, 0.134], [-0.088, -0.041, -0.289], [0.369, 0.085, -5.137], [-0.345, 0.276, 0.223], [-0.274, 0.214, -1.829], [0.982, -0.063, 0.091], [-3.554, 3.665, 1.436], [-0.657, 0.308, -0.284], [-0.400, 0.176, 0.332], [-0.144, -0.409, 0.042], [0.550, 0.987, -0.160], [0.770, 0.152, 0.716], [0.251, -0.507, -0.104], [-0.765, 0.218, -0.316], [-1.396, 0.582, 0.295], [-0.252, 1.786, 0.070], [4.737, 1.905, 0.276], [-2.161, 1.347, 0.730], [1.573, -2.446, 4.901], [-0.124, -2.571, -1.047], [0.003, 0.598, 0.617], [-1.722, -0.412, 0.511], [0.041, -0.209, 0.288], [0.500, 0.348, -0.286], [1.220, -0.430, -0.022], [-1.413, -1.160, 0.897], [0.126, -0.505, -0.159], [1.179, 0.071, 0.900], [-0.839, 0.034, -0.113], [1.710, 0.325, 1.006], [0.573, 0.459, 0.044], [3.327, -4.810, -3.223], [1.197, -0.116, -0.210], [0.264, -0.862, 0.615], [-0.106, -0.154, -1.267], [-0.475, 0.377, -0.891], [-0.132, 0.681, 0.250], [-1.279, -0.085, 1.867], [0.691, -1.349, 1.936], [-0.497, 0.348, -1.782], [0.643, -0.116, -0.437], [0.186, 0.026, 0.083], [0.274, -0.167, 0.344], [0.474, 0.950, 0.171], [2.066, 0.040, 1.681], [-0.321, 0.519, -0.057], [0.678, -0.585, 0.505]], "total_energy_ev": -198385.452, "total_charge": -1, "multiplicity": 2, "gap_ev": [4.47, 7.88], "largest_force_ev_per_a": 9.11, "homo_energy_ev": [-3.2, -6.8]}



2.
{"formula": "C24H61N6O6", "method": "ωB97M-V/def2-TZVPD", "symbols": ["O", "H", "C", "H", "H", "C", "C", "C", "C", "H", "N", "H", "H", "H", "O", "H", "H", "H", "H", "C", "C", "H", "C", "H", "H", "H", "H", "H", "H", "H", "H", "H", "H", "C", "C", "H", "H", "C", "N", "C", "O", "H", "O", "C", "H", "C", "H", "H", "H", "H", "H", "H", "H", "H", "N", "H", "H", "H", "O", "H", "H", "C", "H", "H", "H", "H", "H", "N", "C", "H", "C", "N", "H", "H", "H", "H", "H", "C", "N", "O", "C", "H", "C", "H", "C", "H", "H", "H", "H", "C", "H", "C", "H", "H", "H", "H", "C"], "positions_angstrom": [[-1.2731, 3.0509, -1.7342], [-0.3216, 2.0624, -3.3129], [6.0972, -1.9972, -2.6847], [2.7170, -2.3860, 5.7037], [5.5116, 1.0478, -2.1938], [0.4598, -0.5237, -0.2362], [-1.0122, 2.8904, -3.1113], [0.1074, -2.5740, 6.5375], [-1.3838, 1.1048, -0.2788], [6.8305, 1.9941, -4.6895], [-0.4988, 0.2313, -1.0402], [-2.7786, -4.6141, 5.1202], [8.7557, -1.8285, -1.9152], [6.2077, -1.4539, -3.6295], [1.0788, -0.3666, 3.5482], [-0.7556, 0.2938, 2.9647], [-0.7302, -1.3986, 3.4481], [-6.1171, -0.9965, -1.2391], [4.3716, -0.2102, -2.6472], [2.0450, 2.2040, -0.5675], [1.9486, -2.2283, 4.9398], [-7.7988, 1.1999, -2.3288], [1.8076, -0.7262, 4.7098], [0.9519, 0.8803, 1.3761], [1.0460, -1.1308, -0.9323], [7.6153, -0.8211, -0.0783], [-2.8635, 2.6032, -0.5627], [-7.5286, 2.5737, 0.2248], [-5.3488, 3.1463, -0.5690], [6.8941, -2.7298, -2.6031], [-1.6430, -2.9529, 7.6804], [0.0090, 0.7842, -1.7163], [0.7303, -2.8530, 7.3925], [5.0245, 0.1345, -1.8480], [1.4443, 0.2289, 0.6528], [7.2807, 0.4661, -5.3852], [-6.4997, 3.6392, -1.8138], [-6.7912, -1.3409, -2.0283], [-8.1926, 1.5556, -1.4690], [6.0383, -0.9901, -1.5317], [-2.1857, -2.7219, 5.7423], [2.9347, 2.8314, -0.6510], [-8.0817, -1.6296, -1.5307], [-5.6083, 2.2140, -3.5872], [5.6197, -1.5231, -0.6810], [8.6330, -0.7517, -1.8854], [-1.9347, 2.7215, -3.6744], [-6.6013, 1.1047, -0.1236], [-0.0440, -1.4875, 6.5720], [4.4420, 0.3326, -0.9570], [-7.7541, -0.6951, 0.2861], [8.3137, -0.9715, -3.9538], [1.9777, -0.5167, 1.2377], [7.3077, 0.6588, -0.9010], [0.7696, -3.0041, 5.3119], [7.7357, 2.3864, -2.2696], [2.8153, -0.3330, 4.5506], [9.5306, -0.3711, -1.4062], [-5.3147, 1.9766, -2.2243], [5.1308, -2.4856, -2.7615], [-9.3526, -1.3463, -0.0094], [-6.0617, 2.7729, -1.3101], [-1.1876, -4.3098, 6.6471], [-6.5690, 1.7841, -3.8881], [-9.8494, 0.3480, -1.6906], [-0.1007, -1.2222, 0.3939], [8.9078, 2.7717, -3.3639], [7.3700, 1.1472, -4.6510], [-0.3323, -0.4085, 3.6851], [1.6165, 2.1115, -1.5695], [-7.1125, 1.9621, -0.5815], [8.5336, 2.0263, -2.7861], [-6.3886, -2.2612, -2.4513], [-1.7258, -3.7476, 3.9769], [-2.6941, 1.5386, -1.9534], [2.3331, -2.6640, 4.0134], [-4.8237, 1.7410, -4.1770], [-9.0998, 0.5482, -0.9217], [8.6343, -0.2685, -3.3008], [2.4519, 0.9485, -0.0555], [-2.5278, -3.6300, 4.7149], [-9.6308, 0.9920, -0.0735], [7.4048, -0.4125, -1.0660], [-3.4050, -3.2321, 4.2076], [8.1592, 0.9466, -3.5983], [0.1070, -2.9704, 4.5496], [-0.8373, 1.7085, 0.4585], [-5.6152, 3.2843, -3.8123], [-6.8250, -0.5977, -2.8301], [-1.2534, -3.2191, 6.6947], [-2.1089, 0.4884, 0.2619], [-2.1371, 2.0644, -1.1752], [-0.6545, -0.1145, 4.6860], [1.4104, -0.2010, 5.5859], [-0.5552, 3.8131, -3.4669], [1.3308, 2.7018, 0.0908], [-8.5332, -0.7978, -0.4797]], "atomic_forces_ev_per_a": [[0.079, -0.142, -0.135], [-0.048, -0.036, -0.047], [-0.062, 0.691, -0.129], [-0.006, 0.057, 0.036], [0.047, 0.119, 0.008], [-0.049, -0.006, -0.234], [-0.023, 0.102, 0.047], [0.031, -0.046, -0.188], [0.145, -0.028, -0.125], [0.215, 0.239, -0.359], [0.093, 0.111, 0.113], [0.019, -0.024, -0.012], [0.067, -0.082, -0.342], [0.099, -0.070, -0.127], [-0.166, -0.096, 0.226], [0.041, 0.032, 0.013], [-0.067, -0.013, 0.117], [-0.002, 0.064, 0.002], [-0.330, 0.150, 0.063], [0.227, -0.067, -0.076], [-0.061, -0.204, -0.069], [0.014, -0.002, -0.018], [0.226, 0.087, 0.039], [-0.017, 0.133, -0.045], [-0.008, -0.062, 0.047], [0.160, 0.009, 0.094], [-0.043, -0.021, -0.021], [-0.002, -0.020, 0.031], [-0.005, 0.038, -0.011], [-0.057, -0.244, 0.078], [-0.002, -0.032, 0.012], [-0.016, 0.033, -0.021], [0.019, 0.024, 0.009], [0.427, -0.726, -0.077], [0.106, -0.181, -0.101], [-0.361, -0.166, -0.020], [-0.084, -0.061, -0.060], [-0.090, -0.126, -0.084], [0.132, -0.139, 0.031], [0.020, 0.243, -0.090], [0.076, -0.117, -0.135], [0.007, -0.010, 0.060], [0.064, 0.047, -0.017], [0.098, -0.044, 0.031], [0.068, -0.112, 0.096], [0.837, 0.301, 0.309], [0.002, -0.031, -0.019], [0.053, 0.061, 0.091], [-0.012, 0.010, 0.115], [-0.248, 0.388, -0.083], [0.079, 0.066, -0.077], [0.019, -0.164, 0.085], [0.050, 0.007, 0.059], [0.108, 0.113, -0.054], [-0.064, 0.193, -0.025], [0.129, 0.042, 0.234], [-0.008, 0.007, -0.020], [0.020, 0.163, 0.052], [-0.130, 0.078, -0.154], [0.029, -0.297, 0.025], [-0.001, -0.013, -0.011], [0.171, 0.004, 0.258], [0.058, -0.006, -0.101], [-0.025, 0.058, -0.025], [-0.047, -0.004, 0.038], [0.010, 0.028, 0.062], [-0.015, 0.085, -0.001], [0.763, -0.054, 0.259], [0.074, 0.036, -0.201], [-0.129, 0.065, 0.036], [-0.101, -0.090, -0.172], [-0.553, -0.271, 0.031], [-0.026, -0.020, 0.028], [0.004, -0.070, 0.009], [0.060, -0.037, -0.033], [0.063, 0.010, 0.018], [0.000, -0.032, 0.020], [-0.049, 0.140, -0.155], [-1.262, 0.689, -0.421], [-0.180, 0.069, -0.016], [-0.063, 0.067, 0.043], [0.034, -0.022, 0.048], [-0.396, -0.364, 0.113], [0.008, 0.032, 0.005], [0.301, -0.682, 0.221], [-0.033, -0.024, 0.000], [-0.100, 0.017, 0.075], [-0.027, 0.010, -0.007], [0.093, 0.077, 0.053], [-0.075, 0.138, 0.236], [0.011, -0.009, 0.024], [-0.103, 0.118, 0.230], [-0.005, -0.050, 0.035], [-0.120, -0.064, -0.003], [0.013, 0.006, 0.025], [-0.059, -0.009, -0.022], [-0.137, -0.065, 0.150]], "total_energy_ev": -47092.527, "de_lowest_kj_mol": 0.0, "total_charge": 1, "gap_ev": 6.13, "largest_force_ev_per_a": 1.50, "homo_energy_ev": -9.7}